# 1
Formula: C17H28NO2
Source: the Open Molecules 2025 dataset
Level of theory: the ωB97M-V functional and the def2-TZVPD basis

```
48
Properties=species:S:1:pos:R:3:lowdin_charge:R:1
C -3.53 -0.27 -2.23 -0.018
H -2.97 -1.12 -2.61 0.085
C -3.45 -0.21 -0.72 -0.295
C -4.31 0.92 -0.14 -0.135
C -3.79 1.39 1.21 -0.160
C -2.38 1.98 1.06 -0.126
H -1.80 1.80 1.97 0.123
C -1.66 1.40 -0.16 -0.295
C -0.16 1.62 -0.13 -0.016
H 0.32 1.10 0.70 0.066
H 0.05 2.68 -0.01 0.104
H 0.31 1.29 -1.06 0.097
H -2.05 1.88 -1.06 0.153
N -2.01 -0.05 -0.30 -0.022
C -1.63 -0.89 0.86 -0.041
H -2.53 -1.22 1.37 0.140
H -1.01 -0.34 1.56 0.130
C -0.82 -2.12 0.39 -0.297
C 0.68 -1.79 0.27 -0.169
H 1.25 -2.72 0.14 0.141
O 1.08 -1.12 1.44 -0.152
C 2.50 -1.06 1.62 -0.138
C 3.18 -0.21 0.59 -0.219
C 3.19 1.18 0.72 -0.053
C 3.78 1.97 -0.24 -0.074
C 4.37 1.39 -1.35 -0.076
C 4.37 0.02 -1.49 -0.070
C 3.78 -0.78 -0.53 -0.045
H 3.80 -1.86 -0.63 0.114
H 4.84 -0.44 -2.35 0.108
H 4.84 2.01 -2.10 0.108
H 3.78 3.04 -0.12 0.107
H 2.74 1.63 1.60 0.118
H 2.91 -2.08 1.62 0.132
H 2.62 -0.64 2.62 0.135
H 0.87 -1.17 -0.62 0.130
O -1.35 -2.51 -0.86 -0.008
H -0.99 -3.37 -1.11 0.124
H -0.94 -2.90 1.14 0.165
H -1.46 -0.43 -1.08 0.160
H -2.43 3.06 0.93 0.132
H -4.46 2.15 1.61 0.122
H -3.79 0.57 1.92 0.110
H -5.33 0.55 -0.03 0.132
H -4.34 1.76 -0.83 0.126
H -3.78 -1.17 -0.32 0.154
H -4.57 -0.40 -2.53 0.101
H -3.16 0.64 -2.70 0.091
```

Spin multiplicity: 1
Energy above the lowest of the compared OMol25 structures with the same formula, charge and spin, kcal/mol: 7.9
HOMO-LUMO gap, eV: 9.733
LUMO, eV: -2.20
Charge: +1

=====

# 2
Formula: C4H9N3O
Source: the Open Molecules 2025 dataset
Level of theory: the ωB97M-V functional and the def2-TZVPD basis

```
17
Properties=species:S:1:pos:R:3:lowdin_charge:R:1
C 0.39 -0.77 -1.73 -0.052
N -0.13 -0.84 0.78 -0.124
C 0.82 -0.38 -0.35 -0.334
N -1.57 2.32 0.60 -0.012
C -1.10 0.10 0.91 -0.201
C 2.04 0.03 -0.01 0.049
O -0.64 -2.17 0.73 -0.018
N -0.85 1.19 0.29 -0.048
H -0.05 -2.68 1.30 0.106
H -1.08 3.15 0.27 0.072
H -1.81 2.40 1.58 0.077
H -1.95 -0.12 1.56 0.136
H -0.44 -0.14 -2.04 0.077
H 1.21 -0.66 -2.43 0.078
H 0.06 -1.81 -1.74 0.075
H 2.29 0.27 1.01 0.060
H 2.82 0.12 -0.74 0.058
```

Spin multiplicity: 1
Energy above the lowest of the compared OMol25 structures with the same formula, charge and spin, kcal/mol: 108.6
HOMO-LUMO gap, eV: 8.644
LUMO, eV: 0.93

=====

# 3
Formula: C22H36F6N2PSSi2W
Source: the Open Molecules 2025 dataset
Level of theory: the ωB97M-V functional and the def2-TZVPD basis

```
71
Properties=species:S:1:pos:R:3:lowdin_charge:R:1
W -0.17 0.80 -0.33 1.499
C -2.43 -2.38 -2.31 -0.118
C -1.61 -2.62 -3.47 -0.125
C -0.31 -2.59 -3.10 -0.131
C -0.22 -2.41 -1.64 -0.376
C -1.62 -2.19 -1.23 -0.164
H -3.51 -2.33 -2.30 0.097
H -1.98 -2.78 -4.48 0.094
H 0.56 -2.70 -3.74 0.107
H 0.55 -1.75 -1.25 0.058
H -1.94 -2.01 -0.22 0.085
C 0.50 -3.82 0.95 -0.169
Si 0.38 -4.07 -0.90 0.537
C 2.05 -4.52 -1.60 -0.162
C -0.83 -5.45 -1.30 -0.171
N -0.32 -0.34 1.05 -0.117
C -0.01 0.27 2.29 -0.335
C -0.29 -0.31 3.51 -0.044
C 0.02 0.36 4.69 -0.118
C 0.60 1.61 4.63 -0.110
C 0.89 2.21 3.41 -0.052
C 0.61 1.55 2.22 -0.320
N 0.89 2.01 0.92 -0.211
Si 1.75 3.48 0.53 0.398
C 3.45 3.51 1.32 -0.160
C 0.76 4.99 1.06 -0.172
C 1.92 3.56 -1.33 -0.172
H 0.90 -4.70 1.46 0.028
H -0.48 -3.59 1.38 0.026
H 1.15 -2.97 1.16 0.019
H 2.43 -5.41 -1.08 0.030
H 2.76 -3.71 -1.46 0.018
H 1.97 -4.75 -2.66 0.032
H -0.56 -6.34 -0.73 0.026
H -0.78 -5.70 -2.37 0.029
H -1.86 -5.19 -1.07 0.028
H -0.75 -1.30 3.52 0.103
H -0.19 -0.10 5.65 0.089
H 0.84 2.14 5.54 0.093
H 1.34 3.20 3.39 0.081
H 3.41 3.44 2.41 0.019
H 3.96 4.44 1.06 0.029
H 4.04 2.68 0.95 0.017
H 0.59 5.03 2.14 0.017
H -0.22 4.96 0.58 0.026
H 1.26 5.91 0.76 0.025
H 2.56 2.77 -1.72 0.015
H 2.36 4.52 -1.60 0.033
H 0.95 3.50 -1.83 0.018
S -1.21 0.88 -3.81 0.635
C -0.78 0.99 -2.32 -0.848
C -3.91 0.92 -1.08 -0.106
C -3.30 1.15 0.29 -0.512
C -4.28 1.91 1.18 -0.101
C -1.95 1.89 0.23 -0.300
H -4.88 0.43 -1.00 0.073
H -3.27 0.31 -1.71 0.016
H -4.06 1.88 -1.59 0.080
H -3.12 0.17 0.76 0.109
H -4.47 2.91 0.77 0.076
H -3.88 2.04 2.19 0.070
H -5.24 1.39 1.26 0.068
H -1.71 2.26 1.23 0.046
H -2.07 2.78 -0.41 0.062
F 2.65 -1.36 -0.12 -0.149
P 3.31 -0.43 -1.26 0.187
F 3.85 0.56 -2.39 -0.134
F 4.68 -1.24 -1.21 -0.123
F 1.82 0.45 -1.33 -0.322
F 3.78 0.61 -0.13 -0.139
F 2.70 -1.40 -2.39 -0.139
```

Spin multiplicity: 3
Energy above the lowest of the compared OMol25 structures with the same formula, charge and spin, kcal/mol: 99.4
HOMO-LUMO gap (spin up / spin down), eV: 6.167 / 7.357
LUMO (spin up / spin down), eV: 2.26 / 2.13
Charge: -1